1.
# C25H29N5O2S

A single C25H29N5O2S molecule (wB97M-V/def2-TZVPD, the Open Molecules 2025 dataset).

The geometry in XYZ format:
```
62
Properties=species:S:1:pos:R:3:lowdin_charge:R:1
C -6.856 -3.211 0.483 -0.1046
O -6.976 -1.831 0.709 -0.0978
C -5.915 -1.027 0.375 -0.2878
C -6.079 0.335 0.616 -0.0091
C -5.080 1.233 0.313 -0.0235
C -3.862 0.805 -0.232 -0.2340
N -2.882 1.716 -0.569 -0.0986
C -1.731 1.308 -1.347 -0.1439
C -0.962 2.553 -1.772 -0.1064
N -0.395 3.189 -0.596 -0.0517
C 0.937 3.389 -0.569 -0.5604
O 1.635 3.283 -1.561 0.0260
C 1.559 3.807 0.761 -0.3413
S 3.097 2.860 0.966 1.0091
C 2.415 1.292 0.674 -0.5735
N 1.121 1.080 0.704 0.0300
N 0.906 -0.212 0.426 0.1018
C 2.068 -0.778 0.232 -0.2288
N 3.077 0.145 0.364 0.0720
C 4.487 -0.205 0.297 -0.4944
C 5.326 0.980 -0.175 -0.0508
C 4.931 -0.657 1.693 0.0022
C 4.620 -1.356 -0.716 -0.0662
C 3.648 -2.476 -0.477 -0.1674
C 3.970 -3.801 -0.720 -0.0324
C 3.021 -4.796 -0.549 -0.0781
C 1.737 -4.475 -0.138 -0.0775
C 1.399 -3.159 0.115 -0.0108
C 2.354 -2.162 -0.051 -0.1071
C -1.243 3.141 0.581 -0.1394
C -2.706 2.940 0.176 -0.1440
C -3.711 -0.562 -0.473 -0.0194
C -4.720 -1.463 -0.179 -0.0275
H -6.031 -3.645 1.059 0.0931
H -6.710 -3.436 -0.580 0.0932
H -7.795 -3.649 0.816 0.0902
H -7.013 0.673 1.036 0.1164
H -5.259 2.283 0.485 0.1036
H -2.078 0.774 -2.237 0.1297
H -1.055 0.652 -0.779 0.1009
H -0.134 2.290 -2.433 0.1244
H -1.622 3.251 -2.297 0.1315
H 1.865 4.853 0.720 0.0917
H 0.932 3.621 1.626 0.0627
H 5.404 1.737 0.601 0.0440
H 6.328 0.637 -0.423 0.0927
H 4.885 1.436 -1.058 0.0947
H 5.989 -0.904 1.685 0.0917
H 4.369 -1.536 2.006 0.0929
H 4.766 0.140 2.414 0.0892
H 5.643 -1.733 -0.691 0.1297
H 4.438 -0.954 -1.720 0.1430
H 4.968 -4.056 -1.049 0.1124
H 3.286 -5.825 -0.739 0.1021
H 1.000 -5.254 -0.013 0.1029
H 0.410 -2.881 0.442 0.1128
H -0.929 2.307 1.221 0.1180
H -1.164 4.081 1.135 0.1253
H -3.041 3.806 -0.413 0.1268
H -3.303 2.902 1.090 0.1190
H -2.790 -0.943 -0.883 0.0994
H -4.550 -2.509 -0.384 0.1009
```

Results
**E_HOMO**: -7.01 eV
**Total energy**: -48776.8926 eV
**M**: 463.61 u
**Kohn-Sham gap**: 7.58 eV
**Energy relative to the best compared isomer or geometry (same formula, charge and spin)**: 2.1001 eV

2.
# C25H29NO3PdTe

C25H29NO3PdTe as an isolated structure (wB97M-V/def2-TZVPD, the Open Molecules 2025 dataset).

The geometry in XYZ format:
```
60
Properties=species:S:1:pos:R:3:lowdin_charge:R:1
Pd -0.154 -0.983 -0.063 -0.0236
C -0.566 -2.119 -3.043 -0.0619
C -0.707 -3.333 -2.156 -0.4288
O 0.199 -4.157 -2.103 0.0472
C -1.964 -3.554 -1.389 -0.1319
C -3.137 -3.904 -2.018 -0.0933
C -4.233 -4.403 -1.348 -0.1736
C -4.128 -4.528 0.017 -0.1578
C -3.010 -4.100 0.702 -0.0470
C -1.956 -3.431 0.044 -0.4153
O -1.095 -2.737 0.700 -0.2195
H 0.463 -1.730 -2.997 0.0580
H -1.259 -1.333 -2.705 0.0548
H -0.864 -2.433 -4.042 0.0687
H -3.212 -3.823 -3.109 0.1053
H -5.074 -4.774 -1.903 0.0675
H -4.927 -4.989 0.565 0.0753
H -2.977 -4.113 1.796 0.1019
O -0.256 -0.457 3.966 -0.1307
C -1.656 -0.685 3.684 -0.2578
C -2.410 0.648 3.689 -0.1854
C -1.883 1.515 2.542 -0.1612
C -2.594 1.336 1.248 -0.3113
C -2.476 2.300 0.237 -0.0949
C -2.914 2.031 -1.028 -0.1277
C -3.585 0.843 -1.244 -0.0909
C -3.733 -0.040 -0.172 -0.1423
N -3.244 0.189 1.045 0.1207
H 0.281 -0.586 3.133 0.0834
H -2.005 -1.355 4.468 0.0996
H -1.757 -1.173 2.718 0.0851
H -2.244 1.198 4.616 0.0976
H -3.458 0.461 3.558 0.0891
H -0.831 1.251 2.322 0.0964
H -1.848 2.569 2.814 0.1069
H -1.858 3.153 0.464 0.0940
H -2.724 2.734 -1.822 0.0960
H -3.930 0.557 -2.234 0.0922
H -4.220 -1.002 -0.309 0.1004
C 6.927 3.243 -0.373 -0.0815
C 5.543 2.613 -0.376 -0.3060
C 4.565 3.042 0.498 -0.0485
C 3.232 2.597 0.410 -0.3345
C 2.227 3.169 1.325 -0.1310
C 2.891 1.646 -0.574 -0.5116
Te 0.819 1.201 -0.990 0.7248
C 3.898 1.106 -1.413 -0.3347
C 3.606 0.065 -2.438 -0.1329
C 5.195 1.622 -1.289 -0.0481
H 7.383 3.142 0.618 0.0645
H 6.930 4.301 -0.636 0.0616
H 7.614 2.778 -1.096 0.0620
H 4.804 3.840 1.203 0.1027
H 2.649 3.854 2.035 0.0561
H 1.623 2.411 1.830 0.0592
H 1.484 3.675 0.729 0.0399
H 3.101 -0.792 -1.964 0.0671
H 4.534 -0.236 -2.905 0.0527
H 2.963 0.418 -3.255 0.0563
H 5.962 1.262 -1.980 0.0970
```

Results
**E_HOMO**: -0.09 eV
**Net charge**: -2
**Total energy**: -44801.4370 eV
**M**: 625.53 u
**Kohn-Sham gap**: 4.58 eV

3.
# C25H30B2Cl3O3S

A 2-piece molecular cluster, C25H30B2Cl3O3S overall (wB97M-V/def2-TZVPD, the Open Molecules 2025 dataset).

The geometry in XYZ format:
```
64
Properties=species:S:1:pos:R:3:lowdin_charge:R:1
Cl 1.432 -2.168 5.483 0.4627
B 1.826 -0.816 4.283 -1.8756
Cl 1.428 0.860 5.096 0.4517
Cl 3.659 -0.649 3.906 0.5053
O 1.065 -1.029 3.084 -0.1540
C 0.449 -0.013 2.326 -0.1912
C -1.023 -0.376 2.214 -0.1149
C -1.939 0.654 2.488 -0.0359
C -3.258 0.379 2.837 -0.1010
C -3.686 -0.946 2.915 -0.1321
C -2.795 -1.986 2.615 -0.0913
C -1.463 -1.714 2.301 -0.0082
H 0.417 0.947 2.882 0.0816
H -1.573 1.681 2.462 0.1195
H -3.933 1.210 3.060 0.1007
H -4.708 -1.163 3.244 0.0906
H -3.141 -3.021 2.628 0.1007
H -0.748 -2.526 2.151 0.1264
C -5.893 -1.318 0.416 -0.0568
C -4.594 -0.975 -0.259 -0.2801
C -4.213 0.357 -0.454 -0.0504
C -3.077 0.663 -1.172 -0.0206
C -2.240 -0.378 -1.639 -0.2501
B 1.750 0.387 1.516 -0.6547
C -1.155 -0.087 -2.525 -0.4518
C -0.744 1.163 -2.970 -0.1204
C 0.106 1.090 -4.104 -0.1408
C 0.263 -0.206 -4.588 -0.6147
C 0.877 -0.587 -5.878 -0.1214
S -0.490 -1.354 -3.557 1.0848
O 2.188 1.678 1.383 0.1591
C 3.231 1.672 0.399 -0.4487
C 2.886 2.631 -0.731 -0.0185
C 4.457 2.235 1.096 -0.0225
C 3.363 0.134 -0.020 -0.4415
C 3.094 -0.123 -1.494 -0.0157
C 4.705 -0.473 0.348 -0.0278
O 2.350 -0.556 0.741 0.1632
C -2.543 -1.712 -1.293 -0.0543
C -3.683 -1.990 -0.577 -0.0555
H -6.109 -2.393 0.350 0.0788
H -5.805 -1.052 1.474 0.0500
H -6.758 -0.761 0.020 0.0800
H -4.806 1.172 -0.041 0.1168
H -2.832 1.699 -1.405 0.1061
H -1.055 2.089 -2.485 0.1063
H 0.566 1.970 -4.563 0.1093
H 0.950 0.292 -6.525 0.0793
H 1.872 -1.014 -5.709 0.0772
H 0.259 -1.324 -6.397 0.0710
H 3.725 2.697 -1.431 0.0909
H 1.995 2.324 -1.289 0.0763
H 2.716 3.638 -0.334 0.0914
H 5.314 2.229 0.409 0.0877
H 4.241 3.275 1.377 0.0943
H 4.673 1.653 2.001 0.0854
H 3.901 0.282 -2.117 0.0928
H 3.020 -1.202 -1.663 0.0942
H 2.135 0.312 -1.803 0.0719
H 5.533 0.037 -0.171 0.0896
H 4.844 -0.438 1.437 0.0507
H 4.716 -1.530 0.058 0.0946
H -1.861 -2.520 -1.561 0.0944
H -3.884 -3.012 -0.247 0.1153
```

Results
**E_HOMO**: -5.38 eV
**Net charge**: -1
**Total energy**: -82318.4295 eV
**M**: 538.56 u
**Kohn-Sham gap**: 7.55 eV
**Energy relative to the best compared isomer or geometry (same formula, charge and spin)**: 0.0000 eV

4.
# C25H30BeN5OSSb

C25H30BeN5OSSb as an isolated structure (wB97M-V/def2-TZVPD, the Open Molecules 2025 dataset).

The geometry in XYZ format:
```
64
Properties=species:S:1:pos:R:3:lowdin_charge:R:1
Be 7.698 -17.051 -2.929 0.2313
C 4.541 -16.973 -2.009 -0.0162
C 5.359 -18.197 -1.674 -0.2869
C 4.752 -19.200 -0.917 -0.0152
C 5.444 -20.355 -0.622 -0.0062
C 6.696 -20.530 -1.203 -0.0893
C 7.234 -19.518 -1.982 -0.3827
N 6.620 -18.326 -2.138 0.0544
Sb 9.107 -19.983 -2.962 1.6025
C 8.583 -18.886 -4.721 -0.4175
C 8.953 -19.346 -5.965 -0.0914
C 8.361 -18.775 -7.083 -0.0114
C 7.350 -17.837 -6.919 0.0079
C 7.030 -17.399 -5.639 -0.2617
C 5.857 -16.464 -5.489 0.0003
N 7.727 -17.859 -4.570 0.0255
C 10.025 -18.344 -1.986 -0.4280
C 11.225 -18.588 -1.320 -0.0888
C 11.742 -17.576 -0.529 -0.0146
C 11.071 -16.371 -0.468 0.0036
C 9.886 -16.185 -1.176 -0.2484
C 9.291 -14.800 -1.045 -0.0218
N 9.354 -17.186 -1.924 0.0703
H 3.720 -16.864 -1.292 0.0972
H 5.156 -16.081 -1.938 0.0211
H 4.102 -17.080 -3.008 0.0988
H 3.738 -19.066 -0.575 0.1277
H 5.013 -21.135 -0.014 0.1274
H 7.229 -21.463 -1.090 0.0980
H 9.648 -20.174 -6.070 0.1090
H 8.650 -19.093 -8.084 0.1310
H 6.781 -17.490 -7.770 0.1321
H 5.032 -16.869 -6.080 0.1064
H 5.553 -16.356 -4.453 0.0390
H 6.110 -15.477 -5.899 0.1037
H 11.722 -19.536 -1.429 0.0968
H 12.660 -17.724 0.018 0.1261
H 11.475 -15.569 0.142 0.1288
H 9.718 -14.341 -0.149 0.0916
H 9.584 -14.177 -1.896 0.0904
H 8.218 -14.825 -0.936 0.0298
N 8.347 -11.541 -4.695 0.1792
C 8.152 -12.804 -4.302 -0.2858
C 7.042 -13.151 -3.492 0.0286
C 6.898 -14.430 -3.064 -0.1239
N 7.735 -15.420 -3.405 -0.0240
C 8.783 -15.104 -4.189 -0.1096
C 9.029 -13.845 -4.656 0.0216
H 7.659 -10.830 -4.525 0.1258
H 9.127 -11.326 -5.296 0.1282
H 6.325 -12.376 -3.196 0.1371
H 6.090 -14.716 -2.409 0.0935
H 9.458 -15.918 -4.442 0.1317
H 9.895 -13.658 -5.285 0.1324
C 5.067 -16.589 1.651 -0.2345
S 6.205 -15.722 0.634 0.8111
C 6.964 -14.755 1.895 -0.2337
O 7.198 -16.715 0.125 -0.5174
H 5.589 -17.050 2.485 0.0748
H 4.628 -17.367 1.028 0.0318
H 4.301 -15.889 1.980 0.0774
H 6.448 -13.800 1.980 0.0707
H 7.979 -14.593 1.543 0.0437
H 7.005 -15.268 2.855 0.0708
```

Results
**E_HOMO**: -14.11 eV
**Net charge**: +2
**Total energy**: -53674.0327 eV
**M**: 579.39 u
**Kohn-Sham gap**: 8.73 eV
**Energy relative to the best compared isomer or geometry (same formula, charge and spin)**: 0.0000 eV

5.
# C25H30BrInN2O2S4

C25H30BrInN2O2S4 as an isolated structure (wB97M-V/def2-TZVPD, the Open Molecules 2025 dataset).

The geometry in XYZ format:
```
65
Properties=species:S:1:pos:R:3:lowdin_charge:R:1
In -0.643 -0.135 0.188 0.6465
C -0.210 -3.734 1.689 -0.4715
C 0.753 -3.305 0.596 -0.4681
S 1.389 -1.625 0.898 0.9489
C 2.521 -1.420 -0.506 -0.4541
C 1.977 -1.848 -1.863 -0.4463
S 0.432 -0.995 -2.280 0.9425
C -0.585 -2.321 -2.979 -0.4593
C -2.055 -1.936 -2.896 -0.4727
S -2.697 -1.739 -1.218 0.9273
C -2.749 -3.474 -0.692 -0.4794
C -2.935 -3.558 0.814 -0.4869
S -1.691 -2.703 1.811 0.9048
H 0.269 -3.687 2.667 0.0894
H -0.509 -4.770 1.526 0.1046
H 0.265 -3.315 -0.377 0.0462
H 1.619 -3.968 0.573 0.1127
H 3.428 -1.974 -0.265 0.1058
H 2.756 -0.357 -0.516 0.0596
H 1.802 -2.922 -1.907 0.0840
H 2.726 -1.607 -2.615 0.1033
H -0.385 -3.263 -2.469 0.0702
H -0.301 -2.441 -4.025 0.1029
H -2.664 -2.683 -3.405 0.1033
H -2.233 -0.983 -3.396 0.0804
H -1.839 -3.993 -0.997 0.0742
H -3.592 -3.965 -1.180 0.1024
H -2.987 -4.597 1.141 0.0990
H -3.871 -3.081 1.111 0.0898
Br -0.534 5.756 -4.402 0.8028
C -0.915 4.262 -3.322 -0.6894
C -1.883 3.337 -3.725 -0.0774
C -2.182 2.243 -2.944 0.0120
C -1.519 2.015 -1.729 -0.3300
O -1.897 0.979 -0.994 -0.2315
C -0.528 2.948 -1.330 -0.1449
C 0.201 2.842 -0.105 -0.0266
N 0.273 1.788 0.637 0.0174
C 0.908 1.818 1.896 -0.2171
C 2.048 2.511 2.202 0.0146
C 2.511 2.556 3.534 -0.0304
C 1.808 1.947 4.534 0.0041
C 0.628 1.222 4.242 -0.1292
C -0.197 0.650 5.239 0.0406
C -1.358 0.033 4.871 -0.0051
C -1.651 -0.109 3.505 -0.1399
N -0.888 0.362 2.540 0.0394
C 0.207 1.104 2.905 -0.1696
C -0.262 4.077 -2.130 -0.0751
H -2.412 3.495 -4.655 0.1170
H -2.961 1.555 -3.244 0.1252
H 0.713 3.744 0.238 0.1547
H 2.588 3.043 1.428 0.1185
H 3.413 3.106 3.760 0.1230
H 2.133 2.025 5.563 0.1303
H 0.085 0.735 6.281 0.1372
H -2.044 -0.372 5.600 0.1251
H -2.546 -0.638 3.211 0.0897
H 0.473 4.800 -1.798 0.1177
C 3.269 2.231 -1.711 -0.1019
O 2.140 1.369 -1.881 -0.1979
H 2.977 3.283 -1.748 0.0858
H 4.032 2.050 -2.468 0.0927
H 3.692 2.018 -0.730 0.0784
H 1.688 1.613 -2.697 0.0802
```

Results
**E_HOMO**: -13.01 eV
**Net charge**: +2
**Total energy**: -152032.3667 eV
**M**: 713.52 u
**Kohn-Sham gap**: 7.00 eV
**Energy relative to the best compared isomer or geometry (same formula, charge and spin)**: 0.5765 eV

6.
# C25H30ClN2O7Rh

C25H30ClN2O7Rh as an isolated structure (wB97M-V/def2-TZVPD, the Open Molecules 2025 dataset).

The geometry in XYZ format:
```
66
Properties=species:S:1:pos:R:3:lowdin_charge:R:1
Rh -0.577 -0.084 -0.888 1.3520
C -4.290 -1.468 -2.725 -0.1270
C -3.837 -2.883 -2.348 -0.1309
C -2.641 -2.617 -1.453 -0.1820
O -2.037 -1.391 -1.957 -0.2791
C -2.981 -0.732 -2.901 -0.1223
H -4.866 -1.030 -1.909 0.1301
H -4.887 -1.440 -3.632 0.1332
H -3.530 -3.434 -3.238 0.1269
H -4.601 -3.454 -1.826 0.1309
H -1.901 -3.417 -1.493 0.1057
H -2.951 -2.462 -0.417 0.1307
H -2.575 -0.848 -3.906 0.1361
H -3.033 0.318 -2.665 0.1032
C 2.044 -3.576 -1.773 -0.0296
C 1.029 -2.420 -1.927 -0.0992
N 0.905 -1.687 -0.639 -0.2405
C 2.257 -1.251 -0.202 -0.1088
C 3.089 -2.489 0.193 -0.0257
N 2.362 -3.715 -0.306 -0.0668
C 1.087 -3.901 0.471 -0.0327
C 0.313 -2.567 0.407 -0.1051
H 2.972 -3.386 -2.306 0.1468
H 1.637 -4.519 -2.129 0.1451
H 0.046 -2.784 -2.215 0.1108
H 1.357 -1.718 -2.688 0.1392
H 2.163 -0.561 0.629 0.1281
H 2.718 -0.713 -1.025 0.1348
H 3.200 -2.586 1.270 0.1463
H 4.080 -2.463 -0.251 0.1477
H 2.959 -4.531 -0.171 0.2005
H 1.330 -4.180 1.493 0.1480
H 0.534 -4.720 0.017 0.1442
H 0.368 -2.035 1.355 0.1436
H -0.732 -2.748 0.179 0.0940
Cl 5.591 5.646 -0.096 0.7558
C 4.329 4.491 -0.250 -0.6451
C 3.528 4.205 0.846 -0.0693
C 2.535 3.252 0.732 0.0113
C 2.342 2.589 -0.478 -0.1504
C 3.140 2.899 -1.581 0.0073
C 4.137 3.849 -1.466 -0.0698
C 1.315 1.568 -0.593 -0.5463
O 1.074 0.974 -1.698 -0.0299
O 0.638 1.167 0.412 -0.0289
H 3.688 4.723 1.783 0.1200
H 1.902 3.018 1.579 0.1286
H 2.964 2.389 -2.519 0.1266
H 4.772 4.090 -2.308 0.1196
O -2.924 3.184 -0.864 0.1488
C -2.417 2.262 -0.291 -0.4799
O -2.044 1.122 -0.946 -0.1912
C -2.241 2.352 1.200 -0.1460
C -2.396 3.636 1.762 0.0076
C -2.203 3.877 3.111 0.0450
C -1.851 2.786 3.877 -0.2013
O -1.575 2.744 5.193 0.0616
C -1.243 1.391 5.521 -0.0907
O -1.381 0.628 4.312 0.0295
C -1.733 1.501 3.333 -0.2062
C -1.945 1.248 2.003 0.0231
H -2.666 4.440 1.092 0.1265
H -2.320 4.861 3.545 0.1336
H -1.922 1.015 6.280 0.1427
H -0.215 1.342 5.873 0.1385
H -1.887 0.243 1.613 0.1002
```

Results
**E_HOMO (spin up / spin down)**: -12.35 / -12.35 eV
**Net charge**: +2
**Total energy**: -59238.1493 eV
**M**: 608.88 u
**Kohn-Sham gap (spin up / spin down)**: 4.28 / 4.02 eV
**Energy relative to the best compared isomer or geometry (same formula, charge and spin)**: 1.5231 eV